No. 1
{"formula": "C60H50F10", "method": "ωB97M-V/def2-TZVPD", "homo_ev": -8.98, "spin_multiplicity": 1, "energy_ev": -90200.836, "smiles": "Fc1ccccc1.Fc1ccccc1.Fc1ccccc1.Fc1ccccc1.Fc1ccccc1.Fc1ccccc1.Fc1ccccc1.Fc1ccccc1.Fc1ccccc1.Fc1ccccc1", "symbols": ["F", "C", "C", "C", "C", "C", "C", "H", "H", "H", "H", "H", "F", "C", "C", "C", "C", "C", "C", "H", "H", "H", "H", "H", "F", "C", "C", "C", "C", "C", "C", "H", "H", "H", "H", "H", "F", "C", "C", "C", "C", "C", "C", "H", "H", "H", "H", "H", "F", "C", "C", "C", "C", "C", "C", "H", "H", "H", "H", "H", "F", "C", "C", "C", "C", "C", "C", "H", "H", "H", "H", "H", "F", "C", "C", "C", "C", "C", "C", "H", "H", "H", "H", "H", "F", "C", "C", "C", "C", "C", "C", "H", "H", "H", "H", "H", "F", "C", "C", "C", "C", "C", "C", "H", "H", "H", "H", "H", "F", "C", "C", "C", "C", "C", "C", "H", "H", "H", "H", "H"], "coordinates": [[12.70, -4.19, -8.54], [11.87, -4.92, -7.78], [12.31, -5.87, -6.78], [11.36, -6.52, -5.94], [10.04, -6.28, -6.27], [9.62, -5.43, -7.28], [10.56, -4.72, -8.05], [13.37, -6.08, -6.75], [11.64, -7.23, -5.17], [9.28, -6.69, -5.62], [8.57, -5.20, -7.43], [10.22, -3.95, -8.73], [7.19, -11.02, -12.70], [6.28, -11.74, -12.07], [6.47, -13.06, -11.91], [5.53, -13.81, -11.17], [4.47, -13.12, -10.54], [4.35, -11.79, -10.66], [5.28, -11.06, -11.40], [7.23, -13.56, -12.49], [5.64, -14.87, -11.00], [3.70, -13.69, -10.04], [3.48, -11.33, -10.21], [5.17, -10.00, -11.56], [3.24, -6.06, -16.56], [2.75, -7.26, -17.01], [3.47, -8.04, -17.94], [2.89, -9.22, -18.47], [1.59, -9.51, -18.08], [0.85, -8.72, -17.16], [1.41, -7.62, -16.58], [4.46, -7.76, -18.28], [3.41, -9.98, -19.03], [1.05, -10.41, -18.32], [-0.08, -9.11, -16.78], [0.91, -7.05, -15.80], [12.36, 3.92, -12.20], [12.45, 4.32, -10.91], [11.63, 3.74, -9.93], [11.71, 4.10, -8.59], [12.56, 5.10, -8.26], [13.47, 5.60, -9.19], [13.32, 5.30, -10.55], [10.89, 3.00, -10.21], [11.00, 3.71, -7.88], [12.60, 5.46, -7.24], [14.10, 6.47, -9.05], [13.88, 5.70, -11.38], [3.15, 0.93, -7.38], [2.82, 0.08, -8.31], [1.51, -0.39, -8.40], [1.19, -1.10, -9.53], [2.17, -1.32, -10.52], [3.45, -0.86, -10.40], [3.75, -0.09, -9.31], [0.74, -0.24, -7.66], [0.24, -1.59, -9.63], [1.82, -1.81, -11.42], [4.14, -0.93, -11.22], [4.63, 0.51, -9.11], [22.94, -7.64, -8.48], [21.72, -7.87, -8.83], [21.35, -9.23, -9.15], [20.06, -9.53, -9.59], [19.16, -8.45, -9.72], [19.53, -7.20, -9.34], [20.74, -6.82, -8.90], [22.02, -10.08, -9.04], [19.84, -10.57, -9.75], [18.18, -8.52, -10.15], [18.85, -6.38, -9.52], [20.98, -5.78, -8.71], [14.07, -4.79, -15.31], [13.20, -3.81, -15.53], [13.56, -2.60, -16.11], [12.57, -1.73, -16.44], [11.25, -1.96, -16.01], [10.91, -3.16, -15.39], [11.91, -4.11, -15.17], [14.58, -2.25, -16.23], [12.77, -0.90, -17.09], [10.49, -1.25, -16.31], [9.85, -3.35, -15.26], [11.54, -5.04, -14.76], [23.48, -4.89, -19.68], [22.96, -4.55, -18.50], [22.24, -5.39, -17.69], [21.79, -4.95, -16.50], [22.02, -3.65, -16.14], [22.66, -2.78, -16.98], [23.17, -3.21, -18.15], [22.15, -6.43, -17.98], [21.23, -5.56, -15.81], [21.61, -3.26, -15.22], [22.88, -1.76, -16.69], [23.72, -2.57, -18.83], [12.85, -12.82, -19.70], [14.17, -13.02, -19.25], [15.01, -14.09, -19.64], [16.38, -13.99, -19.41], [16.83, -12.88, -18.63], [16.06, -11.88, -18.11], [14.67, -11.97, -18.46], [14.66, -14.91, -20.24], [17.19, -14.57, -19.82], [17.89, -12.74, -18.46], [16.50, -11.08, -17.53], [14.06, -11.15, -18.13], [6.34, 6.54, -13.05], [5.79, 5.63, -13.84], [4.56, 5.11, -13.42], [3.94, 4.24, -14.33], [4.65, 3.75, -15.41], [5.98, 4.17, -15.69], [6.52, 5.23, -14.99], [4.07, 5.50, -12.54], [2.89, 4.17, -14.05], [4.12, 3.08, -16.07], [6.41, 3.90, -16.64], [7.45, 5.73, -15.19]]}

***

No. 2
{"formula": "C9H6GdN2O5", "method": "ωB97M-V/def2-TZVPD", "homo_ev": [-20.84, -20.84], "spin_multiplicity": 8, "energy_ev": -43444.865, "charge": 3, "symbols": ["O", "C", "Gd", "O", "C", "C", "O", "C", "O", "C", "O", "C", "N", "C", "C", "N", "C", "H", "H", "H", "H", "H", "H"], "coordinates": [[-3.53, -0.96, -0.74], [-2.62, -0.33, -1.07], [-0.73, 0.71, -1.39], [-2.60, 1.99, -4.20], [-1.99, 1.57, -3.29], [0.78, 2.01, -2.28], [1.71, 2.63, -2.58], [-0.22, -0.79, -2.88], [0.16, -1.68, -3.51], [-1.62, 2.48, -0.47], [-1.98, 3.35, 0.19], [0.90, -1.96, 3.16], [0.92, -1.08, 2.00], [2.02, -0.32, 1.62], [1.67, 0.37, 0.48], [0.37, 0.00, 0.22], [-0.06, -0.88, 1.14], [1.68, -2.73, 3.08], [1.09, -1.39, 4.08], [-0.08, -2.45, 3.24], [3.00, -0.29, 2.16], [2.24, 1.08, -0.13], [-1.09, -1.35, 1.17]]}

***

No. 3
{"formula": "C2H5InO2", "method": "ωB97M-V/def2-TZVPD", "homo_ev": [-14.18, -15.01], "spin_multiplicity": 2, "energy_ev": -11412.203, "charge": 1, "symbols": ["C", "C", "O", "In", "H", "H", "H", "H", "O", "H"], "coordinates": [[-0.39, -0.45, 0.31], [-0.42, 0.98, -0.22], [0.76, 1.66, 0.05], [2.14, 0.42, 0.05], [-0.46, -0.45, 1.41], [-1.24, -1.03, -0.08], [-1.30, 1.49, 0.23], [-0.62, 0.94, -1.32], [0.83, -1.07, -0.10], [0.70, -2.47, -0.32]]}

***

No. 4
{"formula": "C22H31N3OS2", "method": "ωB97M-V/def2-TZVPD", "homo_ev": -7.53, "spin_multiplicity": 1, "energy_ev": -51505.416, "smiles": "COc1ccc(NC(=S)N(CCCN2CCCCCC2)Cc2cccs2)cc1", "symbols": ["C", "O", "C", "C", "C", "C", "N", "C", "S", "N", "C", "C", "C", "N", "C", "C", "C", "C", "C", "C", "C", "C", "C", "C", "C", "S", "C", "C", "H", "H", "H", "H", "H", "H", "H", "H", "H", "H", "H", "H", "H", "H", "H", "H", "H", "H", "H", "H", "H", "H", "H", "H", "H", "H", "H", "H", "H", "H", "H"], "coordinates": [[-5.77, -3.20, -1.06], [-5.38, -2.26, -0.09], [-4.05, -2.01, 0.08], [-3.72, -1.10, 1.08], [-2.40, -0.79, 1.33], [-1.37, -1.37, 0.59], [-0.05, -0.98, 0.87], [1.02, -1.79, 0.99], [0.94, -3.42, 0.68], [2.18, -1.22, 1.42], [2.25, 0.10, 2.02], [2.82, 1.18, 1.10], [2.04, 1.36, -0.20], [0.61, 1.62, -0.03], [-0.06, 1.46, -1.32], [-1.58, 1.62, -1.29], [-2.04, 3.06, -1.14], [-2.14, 3.53, 0.31], [-1.03, 2.98, 1.22], [0.35, 2.93, 0.57], [3.42, -1.96, 1.34], [4.16, -1.66, 0.08], [3.73, -1.82, -1.20], [4.68, -1.42, -2.16], [5.82, -0.95, -1.61], [5.77, -0.99, 0.11], [-1.71, -2.26, -0.43], [-3.03, -2.59, -0.67], [-5.34, -4.18, -0.86], [-6.86, -3.25, -0.99], [-5.49, -2.88, -2.07], [-4.51, -0.66, 1.66], [-2.15, -0.10, 2.13], [0.11, 0.04, 0.84], [2.90, 0.02, 2.90], [1.26, 0.39, 2.38], [3.84, 0.93, 0.84], [2.85, 2.12, 1.67], [2.52, 2.16, -0.79], [2.14, 0.44, -0.77], [0.17, 0.44, -1.66], [0.36, 2.16, -2.06], [-1.94, 1.23, -2.25], [-2.01, 1.00, -0.51], [-3.03, 3.17, -1.60], [-1.36, 3.71, -1.70], [-2.11, 4.62, 0.32], [-3.10, 3.23, 0.73], [-0.99, 3.61, 2.11], [-1.29, 1.98, 1.54], [0.47, 3.74, -0.16], [1.10, 3.09, 1.35], [4.04, -1.72, 2.21], [3.16, -3.02, 1.37], [2.77, -2.24, -1.44], [4.51, -1.48, -3.22], [6.70, -0.58, -2.09], [-0.93, -2.71, -1.02], [-3.25, -3.29, -1.46]]}

***

Max |F| / eV/A: 3.91; 11.35; 7.79; 0.83